*one*
Computed, not measured: a molecular structure, C20H25N3O, with ωB97M-V/def2-TZVPD.

Properties
* frontier orbital gap: 7.602 eV
* LUMO: 0.5 eV
* HOMO: -7.138 eV

XYZ file:
```
49
Properties=species:S:1:pos:R:3:mulliken_charge:R:1
O -3.077 -0.253 -1.974 -0.65
C -3.061 0.146 -0.711 -0.48
C -1.964 1.208 -0.327 1.18
C -2.200 1.809 0.853 -1.22
C -1.227 2.508 1.179 -0.23
C -0.157 2.718 0.622 -0.11
C -0.067 1.987 -0.473 0.55
C -0.995 1.299 -1.200 -0.12
H -0.918 0.769 -2.105 0.45
C 1.394 2.392 -1.263 -0.91
H 1.210 2.953 -2.275 0.28
H 1.903 1.659 -1.318 0.17
C 1.907 3.383 -0.459 -0.41
N 1.071 3.596 0.883 -0.43
H 0.993 4.310 1.304 0.06
H 2.861 3.383 0.055 0.26
H 1.834 4.380 -0.791 0.37
H -1.406 3.179 2.336 -0.11
H -3.054 1.841 1.399 0.76
C -3.284 -1.087 0.284 -1.54
N -2.080 -1.854 0.346 0.00
C -1.289 -1.182 1.609 -0.63
C -0.108 -2.200 1.870 -1.81
N 0.623 -2.619 0.827 0.23
C 1.733 -1.683 0.011 1.04
C 2.200 -0.683 0.949 -0.35
C 3.228 -0.147 0.575 -0.34
C 4.011 -0.162 -0.555 -1.17
C 3.537 -1.497 -1.117 -0.64
C 2.559 -2.252 -0.777 0.04
H 2.309 -2.997 -1.458 0.35
H 4.168 -1.796 -2.211 0.10
H 4.859 0.305 -0.803 0.64
H 3.453 0.792 1.125 0.19
H 1.520 -0.432 1.816 0.23
C -0.154 -3.044 -0.306 -0.88
C -1.252 -2.231 -0.911 -1.20
H -0.787 -1.357 -0.950 0.53
H -1.987 -2.637 -1.442 0.67
H -0.778 -4.005 0.192 0.39
H 0.440 -3.627 -1.068 0.34
H -0.736 -3.155 2.398 0.36
H 0.445 -1.997 2.645 0.80
H -0.720 -0.499 1.143 -0.35
H -1.882 -0.980 2.260 1.44
H -3.544 -0.940 1.118 0.81
H -3.844 -1.932 -0.313 0.42
H -4.058 0.504 -0.509 0.46
H -3.082 0.625 -2.718 0.43
```


*two*
Computed, not measured: a single C20H25N3O molecule, with ωB97M-V/def2-TZVPD.

Properties
* frontier orbital gap: 9.312 eV
* LUMO: 0.6 eV
* SMILES: C=CCC(=O)N[C@H]1CC(C)(C)Cc2c1cnn2-c1ccccc1C
* HOMO: -8.665 eV

XYZ file:
```
49
Properties=species:S:1:pos:R:3:mulliken_charge:R:1
C -5.365 -3.155 0.341 -0.82
C -4.681 -2.164 0.881 0.05
C -5.097 -0.727 0.825 -0.89
C -4.129 0.037 -0.077 0.73
O -4.421 0.418 -1.189 -0.64
N -2.915 0.234 0.480 -0.06
C -1.802 0.824 -0.239 0.66
C -1.440 2.200 0.343 -1.72
C -0.078 2.729 -0.138 2.18
C -0.025 2.788 -1.666 -2.04
C 0.134 4.136 0.425 -2.16
C 1.035 1.801 0.388 -1.18
C 0.667 0.391 0.109 -0.01
C -0.604 -0.063 -0.180 0.34
C -0.450 -1.439 -0.412 -0.98
N 0.812 -1.793 -0.288 -1.20
N 1.491 -0.683 0.024 0.80
C 2.884 -0.708 0.232 0.20
C 3.406 -0.124 1.380 -0.21
C 4.770 -0.123 1.605 -0.79
C 5.616 -0.716 0.684 -0.58
C 5.093 -1.304 -0.454 -0.80
C 3.727 -1.312 -0.706 0.80
C 3.179 -1.937 -1.949 -1.32
H -5.023 -4.175 0.387 0.27
H -6.298 -2.984 -0.170 0.25
H -3.741 -2.363 1.382 0.26
H -5.083 -0.286 1.825 0.27
H -6.097 -0.638 0.402 0.34
H -2.723 -0.126 1.401 0.35
H -2.153 0.932 -1.273 0.33
H -1.416 2.117 1.434 0.41
H -2.224 2.912 0.081 0.40
H -0.028 1.791 -2.097 0.40
H 0.881 3.297 -1.990 0.47
H -0.881 3.334 -2.054 0.42
H -0.604 4.823 0.018 0.47
H 1.124 4.505 0.165 0.43
H 0.042 4.139 1.509 0.43
H 1.144 1.957 1.467 0.40
H 1.994 2.048 -0.076 0.49
H -1.198 -2.165 -0.660 0.65
H 2.737 0.315 2.103 0.49
H 5.168 0.333 2.498 0.38
H 6.682 -0.723 0.852 0.39
H 5.758 -1.765 -1.170 0.35
H 2.555 -2.791 -1.692 0.31
H 3.984 -2.263 -2.602 0.40
H 2.551 -1.228 -2.488 0.27
```


Best to worst by energy: *two*, *one*.